1.
{"formula": "C27H46BrN3OP2Re", "method": "wB97M-V/def2-TZVPD", "orbital_gap_ev": [6.4, 3.8], "spin_multiplicity": 4, "max_force_ev_per_a": 6.3, "charge": 4, "e_tot_ha": -4629.0972, "relative_energy_kcal_mol": 65.7, "symbols": ["Re", "Br", "P", "P", "O", "N", "N", "N", "C", "C", "C", "C", "C", "C", "C", "C", "C", "C", "C", "C", "C", "C", "C", "C", "C", "C", "C", "C", "C", "C", "C", "C", "C", "C", "C", "H", "H", "H", "H", "H", "H", "H", "H", "H", "H", "H", "H", "H", "H", "H", "H", "H", "H", "H", "H", "H", "H", "H", "H", "H", "H", "H", "H", "H", "H", "H", "H", "H", "H", "H", "H", "H", "H", "H", "H", "H", "H", "H", "H", "H", "H"], "positions_angstrom": [[0.50, -0.25, -2.57], [1.12, -0.16, 1.11], [2.61, -0.52, -1.65], [-0.56, -2.09, -1.72], [1.12, 2.36, 2.24], [-0.33, 3.34, 3.63], [-6.02, 4.29, -6.22], [-0.81, 1.18, 2.99], [-4.40, 2.56, -5.77], [-1.93, 1.34, -1.32], [-5.37, 3.18, -6.57], [-0.05, -2.26, -4.45], [-4.12, 3.13, -4.51], [-1.14, 1.08, -0.19], [0.00, -3.09, -3.18], [-1.31, 1.47, -2.60], [0.43, 4.53, 3.52], [0.09, 1.72, -2.75], [4.53, 1.58, -0.94], [-3.21, -1.60, -0.78], [3.28, 0.87, -0.52], [4.65, -1.64, 0.42], [-1.50, -4.47, -0.37], [0.09, 2.27, 2.90], [4.53, -1.67, -3.50], [3.56, -0.50, -3.25], [-4.85, 4.29, -4.13], [-3.13, 2.56, -3.59], [3.45, -1.90, -0.50], [-2.14, 1.66, -3.77], [-2.37, -1.93, -2.02], [-0.45, -3.34, -0.38], [-5.78, 4.83, -5.01], [0.82, 1.54, -1.53], [0.24, 0.82, -0.38], [-1.72, -4.89, -1.36], [4.08, 0.45, -3.29], [-3.02, 1.47, -1.23], [2.56, 1.67, -0.35], [-2.51, -1.17, -2.80], [4.54, 1.67, -2.03], [-0.60, -4.01, -3.19], [-1.13, -5.29, 0.24], [-1.56, 1.01, 0.81], [-4.68, 4.79, -3.16], [-4.04, -0.95, -1.09], [-3.65, -2.49, -0.32], [3.29, 0.54, 0.53], [4.64, -0.65, 0.87], [4.21, -2.63, -3.06], [-0.38, 0.29, 2.73], [-1.25, 3.30, 4.05], [1.40, 4.40, 4.02], [-2.66, -2.89, -2.45], [-0.49, -2.73, 0.54], [0.56, -3.76, -0.46], [0.54, 2.19, -3.62], [-1.35, 1.19, 3.87], [-0.12, 5.33, 3.99], [0.26, -1.17, -4.30], [1.03, -3.41, -3.00], [-5.62, 2.75, -7.55], [4.50, 2.61, -0.53], [2.58, -2.10, 0.17], [5.65, -1.78, -0.03], [-2.46, -4.16, 0.07], [-3.89, 1.66, -6.11], [4.59, -1.80, -4.61], [1.65, 2.23, -1.46], [-1.89, 1.21, -4.73], [0.64, 4.77, 2.48], [5.41, 1.08, -0.54], [-6.35, 5.73, -4.74], [2.78, -0.50, -4.07], [-3.22, 3.05, -2.61], [4.64, -2.35, 1.26], [5.55, -1.42, -3.17], [-2.65, -1.05, -0.02], [-1.05, -2.25, -4.90], [0.64, -2.68, -5.19], [3.61, -2.83, -1.10]], "lowdin_spin": [0.67, 0.19, 0.03, 0.02, 0.55, 0.10, 0.17, 0.02, 0.21, -0.04, 0.20, 0.02, 0.00, 0.10, 0.03, 0.09, 0.02, 0.00, 0.00, 0.00, 0.00, 0.00, 0.00, 0.04, 0.00, 0.00, 0.25, 0.05, 0.02, -0.02, 0.01, 0.00, 0.18, 0.02, -0.04, 0.00, 0.00, 0.00, 0.00, 0.00, 0.00, 0.01, 0.00, 0.00, 0.01, 0.00, 0.00, 0.00, 0.00, 0.00, 0.00, 0.00, 0.01, 0.00, 0.00, 0.00, 0.01, 0.00, 0.00, 0.02, 0.00, 0.01, 0.00, 0.00, 0.00, 0.00, 0.01, 0.00, 0.00, 0.00, 0.00, 0.00, 0.01, 0.00, 0.00, 0.00, 0.00, 0.00, 0.00, 0.00, 0.00]}

2.
{"formula": "C27H46Cl2EuF6N3O5Si", "method": "wB97M-V/def2-TZVPD", "orbital_gap_ev": [7.9, 8.3], "spin_multiplicity": 7, "max_force_ev_per_a": 2.7, "e_tot_ha": -4116.5725, "symbols": ["Eu", "Cl", "Cl", "Si", "F", "F", "F", "F", "F", "F", "O", "O", "O", "O", "O", "N", "N", "N", "C", "C", "C", "C", "C", "C", "C", "C", "C", "C", "C", "C", "C", "C", "C", "C", "C", "C", "C", "C", "C", "C", "C", "C", "C", "C", "C", "H", "H", "H", "H", "H", "H", "H", "H", "H", "H", "H", "H", "H", "H", "H", "H", "H", "H", "H", "H", "H", "H", "H", "H", "H", "H", "H", "H", "H", "H", "H", "H", "H", "H", "H", "H", "H", "H", "H", "H", "H", "H", "H", "H", "H", "H"], "positions_angstrom": [[0.62, 0.50, 0.50], [-0.20, 4.40, -3.87], [0.66, 2.46, -1.29], [0.05, 5.84, -2.38], [-2.51, 2.44, 2.11], [-4.71, -1.16, 2.35], [-4.46, 1.54, 2.57], [-3.69, -1.33, 0.41], [-3.68, 1.54, 0.52], [-2.89, -2.36, 2.16], [0.28, -1.09, -1.14], [1.05, 1.89, 2.36], [-1.45, -0.01, 1.34], [1.19, -1.53, 1.88], [2.98, 0.03, 0.05], [0.59, -3.46, 2.95], [0.47, 3.70, 3.60], [3.20, -1.11, -1.93], [-2.30, -0.01, 3.63], [-0.60, -3.32, -0.99], [-2.56, 0.04, 2.12], [0.42, 2.97, 2.49], [-0.68, -1.92, -1.61], [1.49, 3.43, 4.62], [-3.34, 1.38, 1.81], [-3.49, -1.19, 1.75], [0.36, -2.43, 2.12], [0.03, -3.00, -5.31], [-0.13, -2.93, -3.84], [0.62, -3.94, -0.76], [-0.64, -1.89, -3.14], [-1.74, -5.29, -0.19], [-0.35, 7.56, -3.10], [3.62, -2.34, -2.58], [3.24, -1.01, -0.59], [-0.52, -5.94, -0.05], [-1.12, -0.61, -3.75], [-0.40, -4.52, 3.15], [-1.78, -3.97, -0.63], [1.90, 5.92, -2.06], [2.72, -0.05, -2.80], [-1.24, 5.53, -1.05], [0.67, -5.26, -0.32], [-0.29, 4.93, 3.72], [1.89, -3.64, 3.59], [1.64, -5.73, -0.18], [-0.65, -3.73, -5.76], [-1.18, 4.49, -0.71], [-0.48, -6.97, 0.30], [1.52, -3.33, -0.94], [1.76, -0.35, -3.25], [-3.25, 0.02, 4.19], [-0.26, 8.30, -2.29], [-0.98, -0.64, -4.83], [4.15, -2.96, -1.84], [1.05, -3.36, -5.51], [2.75, -2.89, -2.97], [3.52, -1.96, -0.09], [-0.58, 0.26, -3.34], [-2.73, -3.43, -0.70], [2.39, -4.54, 3.19], [-1.76, -0.95, 3.85], [1.97, 2.48, 4.41], [2.23, 4.24, 4.61], [-1.13, 4.91, 3.01], [0.36, 7.82, -3.90], [-0.23, 3.37, 1.69], [3.45, 0.08, -3.61], [1.73, -3.81, 4.66], [0.99, 3.41, 5.59], [-2.19, -0.47, -3.54], [0.33, 5.80, 3.49], [4.29, -2.09, -3.41], [-0.08, -2.05, -5.84], [0.15, -3.84, -3.30], [2.14, 6.58, -1.21], [-1.68, -1.55, -1.33], [-1.66, 0.83, 3.90], [-2.68, -5.81, 0.04], [-0.67, 5.01, 4.74], [-1.37, 7.59, -3.50], [-1.36, -4.21, 2.72], [-0.07, -5.45, 2.66], [2.39, 6.34, -2.95], [2.34, 4.93, -1.87], [-2.25, 5.68, -1.46], [2.58, 0.89, -2.25], [-0.64, -2.45, 1.66], [2.50, -2.75, 3.43], [-0.52, -4.70, 4.22], [-1.14, 6.19, -0.18]], "lowdin_spin": [6.06, 0.00, -0.01, 0.00, 0.00, 0.00, 0.00, 0.00, 0.00, 0.00, -0.01, -0.01, -0.01, 0.00, -0.01, 0.00, 0.00, 0.00, 0.00, 0.00, 0.00, 0.00, 0.00, 0.00, 0.00, 0.00, 0.00, 0.00, 0.00, 0.00, 0.00, 0.00, 0.00, 0.00, 0.00, 0.00, 0.00, 0.00, 0.00, 0.00, 0.00, 0.00, 0.00, 0.00, 0.00, 0.00, 0.00, 0.00, 0.00, 0.00, 0.00, 0.00, 0.00, 0.00, 0.00, 0.00, 0.00, 0.00, 0.00, 0.00, 0.00, 0.00, 0.00, 0.00, 0.00, 0.00, 0.00, 0.00, 0.00, 0.00, 0.00, 0.00, 0.00, 0.00, 0.00, 0.00, 0.00, 0.00, 0.00, 0.00, 0.00, 0.00, 0.00, 0.00, 0.00, 0.00, 0.00, 0.00, 0.00, 0.00, 0.00]}